No. 1
C38H65F9N4O37PS9 | wB97M-V/def2-TZVPD

Geometry (Å):
C1 1.001 -0.179 5.357
C2 2.445 0.190 5.646
C3 3.374 0.706 4.360
O1 3.507 2.026 4.141
O2 4.063 -0.214 3.429
C4 3.298 -0.125 2.142
C5 3.091 -1.615 1.479
C6 2.174 -1.643 0.120
C7 1.133 -0.386 -0.043
C8 0.245 -0.460 -1.459
C9 -0.948 0.697 -1.358
N1 -0.395 2.059 -1.025
C10 -0.576 2.535 0.422
C11 -1.802 3.618 0.533
C12 -3.255 2.992 0.955
F1 -3.271 1.530 1.187
F2 -4.176 3.235 -0.217
C13 -3.846 3.842 2.236
F3 -5.263 3.359 2.440
F4 -3.933 5.261 1.801
C14 -3.046 3.603 3.647
F5 -4.043 3.020 4.621
F6 -1.936 2.619 3.578
C15 -2.451 4.959 4.349
F7 -1.218 5.495 3.661
F8 -3.470 6.021 4.602
F9 -1.970 4.539 5.718
C16 0.221 2.743 -2.024
N2 0.797 4.077 -1.561
C17 2.206 4.078 -1.015
C18 3.367 3.588 -2.061
C19 4.819 3.750 -1.246
C20 5.312 2.362 -0.525
O3 6.005 2.467 0.617
O4 5.001 1.079 -1.175
C21 0.853 5.101 -2.672
C22 0.583 4.052 -3.947
S1 -0.997 4.762 -4.655
N3 0.586 2.596 -3.435
P1 -0.087 1.453 -4.567
N4 0.551 1.925 -6.204
O5 -1.841 1.564 -4.736
H1 0.766 -0.932 4.478
H2 0.137 0.287 6.001
H3 2.885 0.136 6.740
H4 2.275 0.400 2.437
H5 3.955 0.543 1.433
H6 4.187 -2.032 1.264
H7 2.653 -2.311 2.330
H8 1.618 -2.694 0.092
H9 2.893 -1.651 -0.830
H10 1.634 0.673 0.050
H11 0.351 -0.477 0.851
H12 0.910 -0.362 -2.418
H13 -0.326 -1.502 -1.395
H14 -1.623 0.350 -0.436
H15 -1.683 0.677 -2.289
H16 0.389 3.078 0.850
H17 -0.714 1.576 1.120
H18 -1.898 4.158 -0.525
H19 -1.476 4.420 1.348
H20 2.462 5.195 -0.721
H21 2.350 3.440 -0.028
H22 3.487 4.260 -3.022
H23 3.207 2.477 -2.455
H24 5.631 4.153 -2.008
H25 4.630 4.632 -0.472
H26 5.389 1.156 -2.096
H27 1.785 5.806 -2.727
H28 -0.125 5.780 -2.606
H29 1.422 4.185 -4.756
H30 -1.504 3.995 -5.717
H31 0.208 2.871 -6.476
H32 1.591 1.843 -6.233
H33 -2.010 1.798 -5.717
C23 -4.731 -0.357 3.456
C24 -5.199 -1.410 2.455
O6 -4.402 -2.561 2.724
S2 -4.052 -2.603 4.317
O7 -4.993 -3.491 4.963
O8 -2.621 -2.729 4.467
O9 -4.478 -1.069 4.667
H34 -3.794 0.107 3.132
H35 -5.483 0.419 3.621
H36 -5.071 -1.086 1.420
H37 -6.247 -1.678 2.626
C25 -5.262 -5.874 7.014
C26 -6.600 -6.336 6.442
O10 -6.916 -7.531 7.152
S3 -6.319 -7.423 8.666
O11 -7.386 -6.993 9.542
O12 -5.511 -8.592 8.924
O13 -5.328 -6.153 8.412
H38 -4.433 -6.449 6.590
H39 -5.088 -4.807 6.846
H40 -6.550 -6.527 5.368
H41 -7.389 -5.604 6.645
C27 -5.058 8.728 -5.451
C28 -4.996 8.154 -4.038
O14 -5.367 6.784 -4.174
S4 -4.867 6.243 -5.630
O15 -3.606 5.558 -5.448
O16 -5.995 5.648 -6.308
O17 -4.563 7.696 -6.303
H42 -6.090 8.945 -5.743
H43 -4.453 9.632 -5.556
H44 -5.670 8.669 -3.349
H45 -3.975 8.190 -3.642
C29 -0.576 -6.751 6.788
C30 -0.758 -6.197 8.198
O18 -0.481 -4.803 8.090
S5 -0.938 -4.285 6.612
O19 -2.254 -3.696 6.728
O20 0.179 -3.603 6.001
O21 -1.097 -5.750 5.915
H46 0.484 -6.890 6.552
H47 -1.107 -7.696 6.644
H48 -0.087 -6.669 8.920
H49 -1.793 -6.311 8.536
C31 7.043 0.199 -5.334
C32 6.388 -0.211 -6.650
O22 5.064 -0.607 -6.301
S6 4.564 0.280 -5.026
O23 3.768 1.378 -5.526
O24 4.105 -0.621 -3.995
O25 6.023 0.866 -4.592
H50 7.362 -0.678 -4.762
H51 7.898 0.863 -5.488
H52 6.918 -1.030 -7.142
H53 6.316 0.639 -7.337
C33 0.651 -6.070 -3.073
C34 0.470 -5.516 -1.663
O26 0.746 -4.122 -1.771
S7 0.289 -3.604 -3.249
O27 -1.027 -3.015 -3.133
O28 1.406 -2.922 -3.860
O29 0.130 -5.069 -3.946
H54 1.711 -6.209 -3.309
H55 0.121 -7.015 -3.217
H56 1.141 -5.988 -0.941
H57 -0.566 -5.630 -1.325
C35 8.734 5.672 -4.548
C36 8.230 4.382 -3.907
O30 7.221 3.896 -4.789
S8 7.607 4.313 -6.317
O31 8.257 3.183 -6.943
O32 6.478 4.996 -6.904
O33 8.749 5.418 -5.952
H58 8.046 6.501 -4.359
H59 9.734 5.943 -4.199
H60 7.821 4.547 -2.907
H61 9.024 3.630 -3.856
C37 -3.671 -7.524 0.708
C38 -2.580 -8.237 1.503
O34 -2.147 -9.307 0.667
S9 -2.282 -8.848 -0.893
O35 -0.987 -8.389 -1.342
O36 -3.051 -9.847 -1.598
O37 -3.228 -7.543 -0.648
H62 -4.619 -8.069 0.764
H63 -3.823 -6.495 1.046
H64 -2.945 -8.619 2.460
H65 -1.724 -7.576 1.678

Computed properties:
- HOMO level (eV) = -10.4279
- max |F| (hartree/bohr) = 0.173
- orbital gap (eV) = 7.2
- charge = +1

=====

No. 2
C39H100BF4N8O15Zn | wB97M-V/def2-TZVPD

Geometry (Å):
Zn1 2.344 -0.198 2.766
B1 0.520 -0.143 0.017
F1 0.267 1.244 0.122
F2 -0.679 -0.759 0.399
F3 0.833 -0.455 -1.301
F4 1.551 -0.563 0.890
C1 -1.808 -1.467 -3.299
O1 -2.687 -1.478 -4.169
N1 -2.056 -1.401 -1.967
N2 -0.515 -1.227 -3.652
H1 -2.974 -1.244 -1.600
H2 -1.292 -1.210 -1.333
H3 -0.443 -1.122 -4.650
H4 0.251 -1.130 -3.011
C2 -2.966 1.129 0.665
O2 -3.789 2.035 1.334
C3 -4.979 2.344 0.605
C4 -5.891 3.179 1.495
N3 -5.603 4.609 1.423
C5 -6.545 5.352 2.291
C6 -5.983 6.734 2.586
O3 -4.811 6.545 3.375
C7 -3.873 7.597 3.354
H5 -3.452 0.357 0.053
H6 -2.415 0.636 1.468
H7 -2.279 1.552 -0.082
H8 -5.533 1.434 0.356
H9 -4.684 2.876 -0.303
H10 -5.765 2.757 2.504
H11 -6.934 2.942 1.279
H12 -4.795 4.733 2.036
H13 -6.603 4.844 3.264
H14 -7.584 5.474 1.981
H15 -6.720 7.367 3.089
H16 -5.692 7.277 1.680
H17 -2.930 7.145 3.657
H18 -4.098 8.432 4.022
H19 -3.756 8.017 2.349
C8 6.392 -0.493 -1.390
O4 5.219 -1.246 -1.613
C9 4.519 -1.095 -2.821
C10 3.111 -1.678 -2.633
N4 3.123 -3.129 -2.519
C11 1.895 -3.620 -1.944
C12 0.746 -3.791 -2.957
O5 -0.397 -4.042 -2.138
C13 -1.592 -4.140 -2.879
H20 7.138 -0.797 -2.129
H21 6.752 -0.779 -0.400
H22 6.229 0.588 -1.406
H23 4.961 -1.653 -3.657
H24 4.394 -0.102 -3.264
H25 2.503 -1.345 -3.471
H26 2.805 -1.166 -1.708
H27 3.887 -3.405 -1.913
H28 1.454 -2.961 -1.178
H29 1.988 -4.603 -1.480
H30 0.909 -4.660 -3.599
H31 0.530 -2.902 -3.557
H32 -1.443 -4.787 -3.751
H33 -2.023 -3.166 -3.120
H34 -2.333 -4.682 -2.287
C14 1.115 -3.138 3.486
O6 1.208 -1.719 3.400
C15 -0.128 -1.198 3.571
C16 -0.145 0.342 3.837
N5 0.831 1.109 3.037
C17 1.212 2.379 3.711
C18 0.135 3.461 3.702
O7 -0.836 3.144 2.722
C19 -1.658 4.226 2.324
H35 0.793 -3.481 4.471
H36 2.135 -3.541 3.467
H37 0.617 -3.618 2.645
H38 -0.656 -1.634 4.422
H39 -0.768 -1.412 2.713
H40 0.096 0.485 4.896
H41 -1.152 0.755 3.753
H42 0.315 1.493 2.234
H43 2.162 2.710 3.294
H44 1.458 2.097 4.741
H45 0.600 4.433 3.499
H46 -0.407 3.642 4.640
H47 -1.112 5.101 1.959
H48 -2.464 4.474 3.018
H49 -2.082 3.779 1.421
C20 3.626 1.595 0.472
O8 3.556 1.135 1.827
C21 4.846 1.330 2.448
C22 4.681 1.064 3.951
N6 3.741 -0.030 4.292
C23 4.372 -1.382 4.367
C24 4.750 -1.992 2.994
O9 3.722 -1.686 2.057
C25 3.846 -2.520 0.881
H50 4.130 0.901 -0.208
H51 4.162 2.542 0.400
H52 2.619 1.731 0.082
H53 5.203 2.350 2.313
H54 5.610 0.684 2.010
H55 4.188 1.946 4.370
H56 5.637 1.040 4.481
H57 3.601 0.158 5.282
H58 3.607 -2.047 4.772
H59 5.237 -1.304 5.027
H60 4.946 -3.057 3.117
H61 5.701 -1.521 2.719
H62 3.231 -3.396 1.088
H63 4.856 -2.597 0.487
H64 3.323 -1.957 0.105
C26 2.354 1.286 -2.831
O10 3.684 1.738 -2.727
C27 3.984 2.985 -3.300
C28 5.513 3.015 -3.472
N7 6.060 1.911 -4.236
C29 5.808 2.057 -5.668
C30 6.345 0.803 -6.391
O11 5.843 -0.419 -5.962
C31 4.463 -0.508 -5.699
H65 2.292 0.348 -2.276
H66 2.050 1.146 -3.871
H67 1.661 1.943 -2.293
H68 3.677 3.831 -2.677
H69 3.522 3.185 -4.274
H70 5.883 3.119 -2.443
H71 5.914 3.938 -3.900
H72 5.700 1.052 -3.841
H73 6.389 2.921 -6.012
H74 4.796 2.388 -5.934
H75 7.422 0.865 -6.520
H76 6.055 1.039 -7.433
H77 4.082 0.397 -5.214
H78 4.312 -1.331 -5.003
H79 3.904 -0.658 -6.627
C32 -9.045 -7.785 2.583
O12 -9.231 -6.906 1.503
C33 -8.450 -5.729 1.608
C34 -7.014 -6.030 1.158
N8 -6.111 -4.898 1.186
C35 -5.217 -4.831 0.020
C36 -4.057 -3.863 0.254
O13 -2.959 -4.312 -0.507
C37 -1.719 -4.005 0.102
H80 -8.055 -8.228 2.726
H81 -9.763 -8.602 2.525
H82 -9.268 -7.287 3.538
H83 -8.470 -5.276 2.605
H84 -8.914 -5.044 0.897
H85 -7.089 -6.519 0.184
H86 -6.521 -6.827 1.735
H87 -5.586 -4.799 2.041
H88 -5.869 -4.520 -0.798
H89 -4.795 -5.804 -0.256
H90 -3.836 -3.733 1.322
H91 -4.348 -2.852 -0.062
H92 -1.636 -4.507 1.074
H93 -1.673 -2.931 0.302
H94 -0.902 -4.255 -0.571
C38 -0.873 3.485 -2.877
C39 -1.217 4.146 -1.564
O14 -0.711 5.462 -1.417
O15 -1.513 4.102 -4.014
H95 -1.104 2.421 -2.810
H96 0.146 3.719 -3.192
H97 -0.861 3.550 -0.718
H98 -2.314 4.207 -1.577
H99 -1.120 5.941 -0.696
H100 -2.467 4.023 -3.877

Computed properties:
- HOMO level (eV) = -9.8186
- max |F| (hartree/bohr) = 0.072
- orbital gap (eV) = 7.0
- energy relative to the best compared isomer or geometry (same formula, charge and spin) (kcal per mole) = 0.00
- charge = +1

=====

No. 3
C24H36O24 | wB97M-V/def2-TZVPD

Geometry (Å):
C1 -11.730 12.884 -9.858
O1 -12.087 11.512 -9.966
C2 -11.246 10.570 -9.433
O2 -10.235 10.793 -8.751
O3 -11.682 9.364 -9.667
C3 -10.923 8.257 -9.196
H1 -11.475 13.431 -10.766
H2 -10.997 13.166 -9.102
H3 -12.636 13.353 -9.474
H4 -10.094 7.892 -9.802
H5 -11.549 7.390 -9.409
H6 -10.604 8.246 -8.154
C4 -19.010 21.972 -18.115
O4 -20.278 21.880 -18.797
C5 -20.480 20.905 -19.800
O5 -21.553 20.767 -20.438
O6 -19.381 20.222 -20.081
C6 -19.443 19.171 -21.065
H7 -18.204 22.365 -18.735
H8 -18.666 20.994 -17.777
H9 -18.974 22.677 -17.284
H10 -19.227 19.488 -22.086
H11 -20.366 18.597 -20.982
H12 -18.597 18.519 -20.847
O7 -16.019 11.798 -20.900
C7 -16.169 10.634 -20.667
O8 -16.181 9.611 -21.534
C8 -16.754 8.430 -20.937
C9 -16.720 8.776 -19.484
O9 -16.614 10.168 -19.458
H13 -17.714 8.089 -21.324
H14 -16.024 7.627 -21.039
H15 -15.987 8.239 -18.884
H16 -17.749 8.595 -19.173
O10 -20.641 9.989 -10.925
C10 -19.606 9.629 -11.436
O11 -18.362 10.016 -11.124
C11 -17.342 9.205 -11.740
C12 -18.175 8.281 -12.603
O12 -19.514 8.751 -12.389
H17 -16.714 9.871 -12.331
H18 -16.827 8.608 -10.987
H19 -18.050 7.252 -12.264
H20 -17.916 8.377 -13.657
O13 -21.403 11.826 -22.266
C13 -22.121 10.947 -21.743
O14 -22.977 10.208 -22.419
C14 -23.636 9.297 -21.612
C15 -22.945 9.494 -20.263
O15 -21.973 10.471 -20.491
H21 -24.686 9.544 -21.455
H22 -23.595 8.298 -22.048
H23 -22.460 8.583 -19.912
H24 -23.537 9.822 -19.409
O16 -21.219 18.310 -11.351
C16 -20.123 18.295 -10.799
O17 -19.689 17.368 -9.994
C17 -18.308 17.519 -9.663
C18 -18.138 18.989 -9.927
O18 -19.117 19.196 -10.932
H25 -18.153 17.427 -8.588
H26 -17.663 16.897 -10.284
H27 -17.118 19.129 -10.287
H28 -18.403 19.628 -9.084
O19 -25.199 13.998 -16.833
C19 -25.733 13.042 -16.238
O20 -27.009 12.568 -16.396
C20 -27.258 11.524 -15.471
C21 -25.941 11.416 -14.679
O21 -25.098 12.384 -15.231
H29 -28.021 11.859 -14.769
H30 -27.503 10.556 -15.906
H31 -25.370 10.496 -14.551
H32 -26.188 11.625 -13.638
O22 -16.142 15.782 -14.858
C22 -17.190 15.395 -15.393
O23 -17.851 16.118 -16.301
C23 -19.040 15.441 -16.700
C24 -19.111 14.352 -15.593
O24 -17.836 14.281 -15.100
H33 -19.930 16.061 -16.809
H34 -18.807 14.985 -17.662
H35 -19.378 13.368 -15.979
H36 -19.960 14.502 -14.926

Computed properties:
- HOMO level (eV) = -10.4331
- max |F| (hartree/bohr) = 0.104
- orbital gap (eV) = 10.3
- energy relative to the best compared isomer or geometry (same formula, charge and spin) (kcal per mole) = 98.41
- charge = 0